Entry 1:
Molecular formula: C35H74BCl2IN4O5P
Method: DFT, wB97M-V/def2-TZVPD

The geometry in XYZ format:
```
123
Properties=species:S:1:pos:R:3:forces:R:3:lowdin_charge:R:1
C -5.882 -1.353 -4.303 -0.359 -0.091 -0.334 0.041
C -4.963 -0.750 -3.594 0.267 0.256 0.248 -0.227
N -3.562 -1.186 -3.627 -0.269 0.452 -0.115 0.006
C -3.008 -1.351 -2.225 0.149 0.060 0.175 -0.232
C -3.661 -2.617 -1.604 0.029 0.007 -0.387 -0.626
Cl -3.116 -2.822 0.062 0.153 0.105 0.121 0.781
C -3.558 -3.921 -2.447 0.086 -0.112 0.152 -0.705
C -3.144 -5.185 -1.710 -0.054 -0.011 -0.183 -0.148
Cl -5.161 -4.225 -3.224 0.027 -0.188 0.037 0.690
C -1.470 -1.107 -2.360 0.260 -0.417 -0.358 -0.274
C -0.748 -2.416 -2.805 -0.039 0.106 0.187 -0.132
C 0.795 -2.461 -2.950 0.076 -0.127 -0.089 -0.170
C 1.492 -3.592 -2.159 0.011 -0.007 -0.005 -0.178
C 2.612 -3.091 -1.236 0.001 -0.161 -0.080 -0.211
C 2.914 -3.982 -0.027 -0.141 0.065 -0.057 -0.200
C 3.659 -3.200 1.067 -0.113 -0.111 0.048 -0.197
C 2.727 -2.703 2.183 0.089 0.035 -0.053 -0.212
C 3.157 -1.406 2.869 -0.029 -0.064 0.019 -0.260
C 3.217 -0.199 1.939 0.105 0.056 0.031 -0.099
P -0.762 -0.493 -0.739 -0.427 0.198 0.572 0.542
N -1.726 0.321 0.145 0.306 -0.070 -0.416 -0.082
O 0.561 0.352 -1.047 0.173 -0.320 0.139 -0.123
O -0.131 -1.782 -0.044 -0.123 -0.019 -0.176 -0.146
C -1.435 0.072 -3.438 -0.204 0.362 -0.090 -0.242
C -0.102 0.165 -4.214 -0.091 -0.029 -0.110 -0.141
C -0.013 1.207 -5.336 0.146 0.031 -0.080 -0.212
C 1.422 1.710 -5.504 -0.108 0.033 -0.007 -0.207
C 1.612 2.606 -6.732 -0.076 0.110 0.173 -0.247
C 1.268 4.080 -6.469 -0.009 0.001 -0.071 -0.101
B -1.748 1.485 -2.648 -0.028 -0.075 -0.047 -0.692
N -3.039 1.745 -1.981 -0.049 0.128 -0.119 0.139
O -0.681 2.319 -2.598 -0.131 -0.054 0.121 0.181
C -2.560 -0.309 -4.441 0.021 -0.124 0.039 -0.618
I -3.568 1.426 -5.373 0.159 -0.009 0.512 1.176
O -2.094 -1.193 -5.404 0.339 -0.087 0.188 -0.130
N -2.602 -0.881 -6.784 -0.472 0.175 -1.017 -0.038
O -2.098 -1.500 -7.592 0.248 -0.238 0.540 0.179
H -6.911 -1.035 -4.221 0.004 0.055 -0.073 0.093
H -5.662 -2.165 -4.985 -0.030 -0.001 0.092 0.061
H -5.123 0.094 -2.939 0.031 -0.051 0.082 0.118
H -3.535 -2.080 -4.126 0.005 -0.042 0.056 0.142
H -3.434 -0.490 -1.712 0.131 -0.060 0.103 0.106
H -4.720 -2.379 -1.516 0.020 -0.023 -0.027 0.085
H -2.888 -3.778 -3.290 0.093 -0.023 0.021 0.071
H -3.138 -6.013 -2.418 0.012 0.023 0.012 0.084
H -3.850 -5.420 -0.916 0.051 0.043 0.049 0.080
H -2.145 -5.083 -1.289 -0.036 0.046 0.044 0.069
H -1.016 -3.152 -2.047 -0.054 -0.098 -0.027 0.085
H -1.184 -2.741 -3.753 -0.005 -0.020 0.038 0.109
H 1.264 -1.513 -2.685 -0.082 -0.089 0.085 0.086
H 1.012 -2.597 -4.012 0.074 0.069 0.052 0.112
H 0.760 -4.160 -1.577 -0.019 0.128 0.050 0.102
H 1.925 -4.302 -2.867 -0.074 -0.070 0.054 0.115
H 3.529 -3.000 -1.827 -0.001 0.209 0.074 0.124
H 2.376 -2.081 -0.882 -0.030 0.011 0.011 0.090
H 3.485 -4.856 -0.346 -0.011 0.013 -0.010 0.113
H 1.968 -4.362 0.380 0.074 -0.027 0.007 0.109
H 4.160 -2.348 0.600 0.129 -0.094 0.024 0.096
H 4.428 -3.832 1.514 0.083 0.127 -0.008 0.113
H 1.708 -2.573 1.793 0.010 0.005 -0.019 0.090
H 2.651 -3.490 2.938 -0.151 0.009 -0.025 0.116
H 2.445 -1.195 3.672 0.052 -0.013 0.029 0.097
H 4.126 -1.564 3.352 0.007 0.080 -0.041 0.111
H 2.255 -0.021 1.444 0.018 -0.023 0.004 0.059
H 3.466 0.709 2.491 -0.057 -0.020 0.025 0.070
H 3.982 -0.306 1.168 -0.071 -0.036 -0.025 0.067
H -2.683 0.438 -0.139 -0.017 -0.279 0.333 -0.013
H 0.824 0.453 -1.968 -0.031 0.115 0.168 0.048
H 0.721 -1.612 0.382 0.008 -0.028 -0.042 0.053
H 0.136 -0.812 -4.634 0.028 0.124 0.032 0.110
H 0.712 0.395 -3.525 -0.079 0.021 -0.158 0.096
H -0.663 2.061 -5.150 -0.003 0.013 0.008 0.072
H -0.321 0.758 -6.287 -0.128 0.039 0.063 0.104
H 2.102 0.852 -5.549 -0.042 -0.012 -0.034 0.119
H 1.681 2.282 -4.606 0.120 -0.110 0.014 0.113
H 0.975 2.232 -7.539 0.185 -0.040 -0.104 0.104
H 2.645 2.532 -7.072 -0.011 -0.014 0.001 0.104
H 0.221 4.302 -6.682 -0.013 -0.024 0.116 0.068
H 1.472 4.352 -5.431 -0.011 -0.003 -0.020 0.070
H 1.864 4.745 -7.093 -0.047 -0.040 -0.048 0.071
H -2.899 2.062 -1.024 0.041 0.178 -0.201 0.046
H -3.598 2.448 -2.449 -0.098 0.014 -0.118 0.059
H -0.778 3.042 -1.963 -0.019 0.053 -0.089 0.124
C 3.724 0.816 6.435 0.034 -0.024 -0.025 -0.107
C 4.157 -0.539 6.985 -0.018 0.002 -0.035 -0.268
C 2.987 -1.473 7.294 -0.007 -0.008 0.001 -0.230
C 2.016 -0.954 8.357 -0.004 0.001 -0.012 -0.229
C 2.655 -0.634 9.707 -0.012 -0.021 0.017 -0.270
C 3.301 -1.841 10.378 0.008 0.024 -0.002 -0.111
H 3.115 1.372 7.149 -0.003 -0.014 0.012 0.067
H 4.589 1.435 6.192 -0.005 0.004 -0.015 0.071
H 3.135 0.689 5.523 -0.018 0.024 0.005 0.061
H 4.767 -0.393 7.880 -0.002 -0.017 0.010 0.099
H 4.807 -1.030 6.255 0.017 0.011 0.007 0.099
H 3.381 -2.445 7.602 -0.006 -0.001 0.009 0.102
H 2.427 -1.655 6.371 0.007 0.003 -0.005 0.098
H 1.232 -1.704 8.505 0.001 -0.001 0.009 0.109
H 1.507 -0.061 7.983 0.005 0.001 -0.009 0.100
H 1.884 -0.227 10.366 0.009 0.010 0.008 0.105
H 3.398 0.160 9.589 -0.008 0.011 -0.008 0.098
H 2.570 -2.637 10.533 0.006 -0.012 -0.016 0.075
H 3.715 -1.576 11.351 -0.008 0.000 0.005 0.070
H 4.116 -2.250 9.778 0.000 -0.002 -0.002 0.065
C 0.139 3.196 1.191 0.006 0.022 0.022 -0.105
C -1.008 3.479 2.153 -0.002 0.002 -0.025 -0.254
C -2.300 3.862 1.433 -0.018 0.016 0.020 -0.224
C -2.216 5.125 0.573 -0.018 -0.042 -0.033 -0.233
C -1.786 6.384 1.323 -0.016 0.025 0.001 -0.266
C -2.746 6.781 2.440 0.022 -0.004 0.000 -0.106
H 0.410 4.080 0.608 0.010 0.019 0.020 0.069
H 1.035 2.873 1.724 -0.003 -0.013 -0.020 0.071
H -0.150 2.397 0.507 0.049 -0.028 -0.046 0.030
H -0.717 4.261 2.859 -0.050 0.021 -0.005 0.102
H -1.205 2.585 2.749 0.030 -0.008 -0.004 0.108
H -3.103 3.972 2.167 -0.005 0.016 -0.011 0.106
H -2.593 3.017 0.797 0.006 -0.003 0.047 0.074
H -3.196 5.303 0.116 0.004 0.011 0.001 0.109
H -1.520 4.959 -0.259 0.004 -0.002 -0.001 0.088
H -1.709 7.206 0.607 0.011 0.003 0.006 0.106
H -0.782 6.246 1.734 0.006 -0.012 -0.009 0.100
H -3.751 6.951 2.047 -0.007 -0.015 0.006 0.076
H -2.420 7.700 2.928 -0.003 0.005 -0.007 0.072
H -2.813 6.010 3.209 0.002 -0.002 0.001 0.067
```
Positions in Å, forces in eV/Å.

Its spin multiplicity is 1. As for the frontier orbital gap: 8.04 eV. The net charge is +1. The HOMO energy comes out at -11.87 eV.

***

Entry 2:
Molecular formula: C35H74F2O14Si
Method: DFT, wB97M-V/def2-TZVPD

The geometry in XYZ format:
```
126
Properties=species:S:1:pos:R:3:forces:R:3:lowdin_charge:R:1
C 0.764 -3.543 2.217 0.298 -1.124 -0.138 -0.137
C -0.615 -3.806 1.445 -0.258 0.551 0.669 -0.202
C -1.509 -2.454 1.255 1.338 -1.684 1.014 -0.198
O -1.825 -2.378 -0.156 -1.537 0.606 0.893 -0.193
C -3.057 -1.673 -0.407 -0.227 1.832 -0.135 -0.131
C -2.710 -0.298 -1.191 2.372 0.874 -0.887 -0.044
C -1.389 0.009 -1.647 -2.882 0.419 0.860 0.066
C -1.169 1.436 -2.369 0.959 -0.568 -1.176 -0.254
O -0.451 1.526 -3.389 -2.228 -0.016 3.478 0.054
C -1.971 2.654 -1.693 -2.882 -0.694 0.366 0.032
C -1.333 4.122 -1.471 -0.274 -1.168 -0.690 -0.326
F -2.229 5.175 -1.897 1.652 -2.081 0.733 0.013
F -0.202 4.193 -2.328 -1.841 0.284 1.799 0.031
C -1.024 4.264 0.090 -0.385 1.226 0.008 -0.140
C 0.505 4.529 0.481 -0.210 0.705 0.292 -0.230
Si 1.377 3.072 1.377 0.979 -0.226 0.999 0.557
C 0.222 1.641 1.901 -0.203 -1.004 0.588 -0.190
C 2.121 3.779 3.029 -0.057 0.697 0.744 -0.223
C 2.892 2.369 0.411 2.785 -1.246 -1.761 -0.238
C 4.320 2.401 1.067 0.289 -1.372 -3.276 -0.091
C 5.578 1.876 0.319 -3.419 -0.167 -1.976 -0.064
C 5.416 1.302 -1.131 -3.229 1.311 2.200 -0.048
C 3.965 1.242 -1.766 0.390 1.110 2.772 -0.051
C 2.697 1.769 -1.007 4.201 0.021 1.635 -0.058
C -3.297 2.349 -1.250 2.125 0.224 -0.719 0.008
C -4.275 3.384 -0.536 -0.716 0.019 -0.561 -0.132
O -5.306 2.655 0.196 0.594 0.970 0.291 -0.196
C -5.494 3.207 1.522 1.377 -0.283 0.774 -0.193
C -4.310 2.596 2.454 -0.747 0.398 0.706 -0.198
C -4.642 1.101 2.952 0.674 0.080 0.864 -0.111
C -3.828 0.835 -1.468 -1.531 -0.661 -0.499 -0.201
O -4.998 0.566 -1.839 4.321 0.990 1.441 0.073
H 1.394 -4.505 2.096 -0.863 1.481 0.228 0.077
H 0.635 -3.406 3.350 0.037 0.038 -1.801 0.079
H 1.389 -2.683 1.805 -1.090 -1.077 0.528 0.061
H -0.453 -4.273 0.417 -0.134 0.735 1.378 0.107
H -1.230 -4.546 2.079 0.928 0.997 -1.101 0.107
H -2.413 -2.587 1.940 0.819 0.429 -1.250 0.122
H -0.888 -1.579 1.650 -0.902 -0.812 -0.858 0.121
H -3.844 -2.286 -0.989 1.437 0.760 0.887 0.130
H -3.511 -1.329 0.600 0.451 -0.627 -1.625 0.122
H -0.504 -0.708 -1.503 -1.543 1.208 -0.458 0.136
H -1.501 3.359 0.617 1.066 1.279 -0.848 0.088
H -1.635 5.174 0.460 0.915 -1.405 -0.784 0.129
H 1.184 4.858 -0.373 -1.222 -0.407 0.847 0.089
H 0.503 5.409 1.234 0.083 -1.398 -1.175 0.089
H -0.646 1.973 2.589 1.147 -0.449 -1.287 0.048
H -0.150 1.002 1.019 0.293 0.985 1.303 0.035
H 0.857 0.927 2.556 -0.921 1.036 -1.092 0.032
H 1.289 4.086 3.774 1.206 -0.441 -1.236 0.044
H 2.753 4.725 2.827 -0.906 -1.499 0.339 0.050
H 2.767 3.017 3.580 -0.773 0.938 -0.772 0.018
H 4.505 2.805 2.126 -0.595 -0.605 -1.865 0.077
H 6.625 1.923 0.788 -1.900 -0.068 -0.834 0.075
H 6.356 0.943 -1.687 -1.912 0.636 0.870 0.078
H 3.824 0.797 -2.816 0.402 0.806 1.846 0.082
H 1.650 1.713 -1.475 1.893 0.109 0.653 0.077
H -4.851 4.059 -1.278 1.231 -1.124 0.805 0.155
H -3.711 4.089 0.162 -0.488 -1.087 -0.963 0.110
H -5.453 4.354 1.483 -0.097 -1.580 0.169 0.122
H -6.499 2.876 1.953 1.322 0.400 -0.880 0.129
H -4.197 3.258 3.395 -0.257 -0.922 -1.545 0.098
H -3.304 2.630 1.914 -1.411 -0.052 0.554 0.085
H -5.757 0.849 2.915 1.606 0.345 -0.217 0.078
H -4.343 1.049 4.069 -0.481 -0.058 -1.758 0.074
H -4.006 0.293 2.432 -1.205 1.267 0.575 0.059
C -5.286 -3.599 -3.296 0.279 -0.031 0.021 -0.149
O -4.525 -4.407 -2.411 -0.057 0.144 0.295 -0.158
H -6.333 -3.631 -2.993 0.128 -0.034 0.081 0.083
H -4.928 -2.567 -3.251 -0.207 0.103 -0.176 0.072
H -5.192 -3.982 -4.315 -0.101 0.181 -0.067 0.064
H -3.604 -4.360 -2.703 -0.229 -0.198 -0.108 0.059
C 5.205 2.462 -5.212 0.286 -0.042 -0.031 -0.156
O 5.953 1.638 -4.332 0.239 -0.184 0.104 -0.151
H 4.159 2.445 -4.907 0.119 -0.043 0.066 0.073
H 5.581 3.487 -5.163 -0.173 0.073 -0.152 0.078
H 5.291 2.080 -6.233 -0.134 0.173 -0.082 0.075
H 6.874 1.672 -4.626 -0.263 0.061 -0.042 0.048
C 9.841 0.893 -0.259 0.030 0.191 -0.196 -0.152
O 8.755 1.775 -0.500 -0.036 0.088 -0.080 -0.145
H 9.577 0.226 0.562 -0.063 0.108 -0.084 0.081
H 10.042 0.301 -1.155 0.159 -0.139 0.117 0.074
H 10.730 1.469 0.015 0.123 -0.199 0.048 0.075
H 9.013 2.353 -1.229 -0.194 -0.064 0.191 0.082
C 9.583 1.424 -6.033 0.082 0.165 -0.218 -0.150
O 8.498 2.311 -6.271 -0.118 0.082 0.024 -0.133
H 9.318 0.755 -5.214 -0.053 0.088 -0.080 0.078
H 9.781 0.835 -6.932 0.146 -0.131 0.133 0.080
H 10.473 1.996 -5.759 0.111 -0.194 0.048 0.078
H 8.757 2.890 -6.998 -0.209 -0.073 0.192 0.084
C -4.301 6.383 5.029 -0.256 0.029 0.077 -0.158
O -5.225 5.607 4.280 -0.162 -0.088 -0.065 -0.140
H -3.299 6.217 4.632 -0.136 -0.045 -0.028 0.078
H -4.553 7.443 4.942 0.203 0.057 0.113 0.076
H -4.328 6.078 6.078 0.186 0.140 0.050 0.076
H -6.100 5.773 4.653 0.167 -0.107 -0.169 0.079
C 3.260 -0.566 2.885 -0.214 0.112 0.382 -0.147
O 2.092 -1.040 3.536 -0.400 0.001 -0.078 -0.169
H 3.412 -1.141 1.971 -0.065 0.050 0.054 0.083
H 3.139 0.491 2.631 0.261 -0.054 -0.144 0.041
H 4.125 -0.695 3.541 0.156 0.075 -0.128 0.078
H 1.982 -0.512 4.343 0.405 -0.291 -0.333 0.032
C -4.072 -7.410 -1.363 0.377 0.114 -0.015 -0.152
O -3.312 -8.222 -0.477 0.096 -0.295 0.143 -0.133
H -5.119 -7.443 -1.061 0.139 -0.021 0.032 0.068
H -3.714 -6.381 -1.317 -0.257 -0.012 -0.149 0.061
H -3.978 -7.794 -2.383 -0.161 0.152 -0.099 0.076
H -2.392 -8.176 -0.767 -0.213 -0.040 0.153 0.074
C -2.287 -5.253 -5.743 -0.144 -0.175 -0.067 -0.139
O -3.112 -5.441 -4.602 0.059 -0.087 -0.011 -0.143
H -1.531 -4.502 -5.512 -0.119 -0.071 0.063 0.084
H -1.794 -6.194 -6.001 0.122 0.112 -0.158 0.077
H -2.893 -4.908 -6.584 0.186 0.034 -0.121 0.079
H -3.770 -6.108 -4.832 0.085 0.174 0.233 0.087
C 3.611 0.993 6.651 -0.114 0.138 0.084 -0.128
O 2.699 0.192 5.911 -0.355 0.051 0.167 -0.141
H 4.616 0.833 6.259 -0.156 -0.061 -0.037 0.085
H 3.345 2.047 6.546 0.178 0.047 0.099 0.079
H 3.584 0.704 7.704 0.149 0.110 0.015 0.080
H 1.818 0.351 6.278 0.205 -0.075 0.000 0.095
C -7.062 -9.500 0.384 0.336 -0.054 0.010 -0.169
O -6.302 -10.309 1.268 0.116 -0.110 0.060 -0.127
H -8.109 -9.533 0.687 0.125 -0.058 0.042 0.078
H -6.704 -8.469 0.431 -0.184 0.077 -0.146 0.065
H -6.968 -9.883 -0.636 -0.164 0.176 -0.103 0.077
H -5.382 -10.261 0.978 -0.180 0.009 0.129 0.072
```
Positions in Å, forces in eV/Å.

Its spin multiplicity is 1. The SMILES is CCCOCC1=CC(=O)C(C(F)(F)CC[Si](C)(C)c2ccccc2)=C(COCCC)C1=O.CO.CO.CO.CO.CO.CO.CO.CO.CO.CO. As for the frontier orbital gap: 7.41 eV. The HOMO energy comes out at -8.17 eV.

***

Number 1: E_LUMO -3.8 eV, electronic energy -3557.2901 a.u.. Number 2: E_LUMO -0.8 eV, electronic energy -2920.0447 a.u..